{"formula": "C35H69AsO19P", "method": "the ωB97M-V functional and the def2-TZVPD basis", "gap_ev": 6.268, "e_lumo_ha": 0.0672, "homo_energy_ev": -4.438, "total_energy_ha": -5381.529720, "charge": -1, "symbols": ["C", "C", "C", "O", "H", "H", "C", "H", "O", "H", "H", "O", "C", "C", "C", "C", "H", "H", "H", "H", "C", "C", "H", "H", "H", "H", "O", "H", "C", "C", "C", "H", "H", "H", "H", "C", "H", "C", "C", "O", "C", "C", "H", "H", "H", "C", "C", "H", "C", "H", "H", "H", "O", "O", "H", "H", "H", "H", "C", "H", "O", "O", "H", "O", "H", "H", "C", "P", "H", "H", "H", "O", "O", "C", "H", "H", "H", "O", "O", "H", "As", "H", "O", "O", "H", "H", "H", "C", "H", "H", "H", "H", "O", "H", "H", "H", "O", "C", "C", "H", "C", "H", "H", "H", "C", "H", "O", "H", "C", "H", "H", "H", "H", "H", "C", "C", "H", "H", "H", "H", "H", "C", "C", "C", "H"], "coordinates": [[8.53080, 5.97243, 6.18303], [-2.68295, -6.09454, -1.70364], [7.34057, 5.32020, 6.86079], [0.37748, -3.32466, 4.40512], [-1.01514, -2.38675, 0.31480], [-4.43705, 3.15788, -2.95092], [-3.53097, 4.12256, -1.06178], [-3.03342, 5.41767, -6.35725], [-0.91788, -1.05692, 4.58520], [6.45172, 1.89284, 0.37122], [0.97963, -4.10610, 1.92837], [-0.59142, -6.78116, 7.80056], [-3.32178, 1.12054, -0.10244], [6.94408, 1.42407, 1.29322], [3.15872, -3.37652, 1.92763], [-2.95786, 3.81152, 0.34844], [9.38615, 5.29416, 6.14913], [-1.00157, 0.32681, 0.62912], [-7.44918, 4.47091, -7.63488], [1.23263, -0.95796, 0.33853], [-3.16155, -7.00847, -3.81367], [-3.24004, 6.09448, -7.18903], [-2.47968, 1.80256, -4.96796], [7.90878, 0.52322, 6.39194], [6.27702, 1.66736, 2.20291], [-2.07198, -6.67875, -5.64972], [8.55757, 2.92226, 6.90642], [-8.24019, 2.14316, -7.12064], [-0.94902, -1.79405, 1.28808], [-7.71247, 2.38345, -8.04750], [-2.08306, -5.36087, 0.41676], [-7.12219, 1.50411, -8.31426], [-4.30134, 0.58343, -2.17128], [-2.41790, 2.16106, 1.85449], [-2.84378, -4.57876, 0.37884], [-2.28075, 8.94754, -11.40820], [3.54162, -1.78531, 0.42274], [7.74030, 0.91298, 5.38612], [-3.04966, 1.69488, -5.89164], [-2.89708, -7.21222, -2.42180], [-6.82745, 3.60062, -7.85693], [-1.69152, -0.37426, 1.24132], [7.96082, 1.95164, 1.41336], [4.42368, -3.35822, 0.01379], [-3.19418, -1.11234, -0.37859], [7.57626, 3.07400, 6.21748], [-2.57727, 7.14396, -9.97755], [8.83108, 6.87711, 6.71595], [5.43103, -1.96321, 1.57806], [-2.56995, 4.62424, 1.06526], [-2.02918, -5.73810, 1.43849], [-1.42150, -5.79780, -4.25831], [-2.41835, -6.45518, -0.43989], [-4.17913, 2.56469, -5.81604], [-3.98338, -0.63109, 1.20598], [-3.61677, -7.93003, -4.18413], [7.57625, 5.01601, 7.88460], [-2.73109, 9.37719, -12.30387], [-3.11125, -0.37834, 0.49009], [8.28938, 6.23198, 5.14875], [-1.48517, 7.30767, -9.48848], [6.86271, 4.20691, 6.09786], [1.02935, -5.00218, 7.05180], [-3.10849, 7.86980, -10.97580], [0.58247, 0.11016, 2.11651], [-1.27648, 8.60073, -11.65958], [-0.12468, -6.41910, 8.85350], [0.54523, -1.83062, 4.06740], [-2.40058, 1.95784, -6.72939], [3.40148, -4.49063, 2.00642], [-8.44460, 2.55818, -8.83861], [7.06417, -0.01815, 1.22961], [0.55228, -5.28187, 9.06972], [-2.85819, 2.31677, 0.80335], [1.64970, -3.38680, 0.29100], [2.45898, -0.96367, 2.25087], [-1.40139, -2.47044, 2.11575], [-0.21509, -7.08073, 10.02247], [-3.47994, 6.22258, -9.60514], [7.13947, 0.19011, 4.83310], [0.99578, -1.39366, 1.83372], [3.25564, -2.90840, 2.98154], [-2.70499, -4.96378, -2.12831], [7.02348, 2.14699, 5.42126], [-1.10483, -4.96039, 0.14274], [-1.78317, 0.06234, 2.29354], [-3.38431, 0.65874, -5.97405], [-4.01197, 2.93210, -1.91364], [-4.25311, 6.49169, -7.08162], [-3.56243, 5.21829, -1.37614], [5.24103, -1.63888, 2.66059], [-1.14592, -7.52694, -4.38915], [-5.94995, 3.42665, -6.73784], [6.51777, 6.03644, 6.91850], [-1.37322, -4.30380, 7.36302], [-3.89244, -6.20728, -3.95624], [-4.58875, 2.11669, -8.00510], [-3.92916, 1.43128, -1.48877], [-3.08688, 5.37614, -8.51645], [-0.64176, -8.92680, 9.14816], [-0.55300, -3.64189, 7.64933], [-0.80044, -0.08332, 4.54009], [-0.39391, -2.92480, 6.84224], [1.94526, -0.14432, 4.63568], [-0.99195, -8.27306, 9.94958], [-2.04570, -8.02241, 9.80907], [1.82246, -1.06840, 4.97446], [-2.55665, 6.94366, -7.11850], [1.60163, -3.28292, 1.44385], [-6.25953, 3.83225, -8.76276], [8.68842, 1.04951, 4.86171], [1.52442, -3.73394, 8.16533], [-2.23978, 9.71812, -10.63540], [4.99760, 0.12436, 0.73068], [0.71403, -4.42610, 7.92585], [4.16060, -2.65326, 0.87096], [-2.06756, 5.00673, -8.66025], [-3.75000, 4.50872, -8.53837], [-0.87708, -3.10412, 8.54567], [6.04126, -1.00337, -0.34411], [-0.88386, -8.80186, 10.89766], [5.84952, -0.63588, 0.73473], [-1.87855, -6.73727, -4.57642], [-4.87306, 2.65458, -6.96074], [6.33916, -2.65688, 1.53683]], "forces_ev_per_a": [[0.2186, -0.1655, -0.1696], [0.2494, 0.0550, 0.2053], [0.2535, 0.4608, 0.1877], [0.5512, 3.1567, -0.0031], [0.2500, 1.0331, 1.0484], [0.6560, -0.3454, 1.6408], [0.4787, -3.6395, 2.0254], [-0.0593, -0.0058, -0.0663], [1.9243, 0.1667, -0.2777], [0.6121, -0.8579, 1.0505], [0.7827, 1.1550, -0.6209], [0.1943, -0.0812, 0.5553], [-0.4387, 2.5841, -0.3837], [-0.4953, 0.6163, 0.5693], [-0.4853, -0.5321, -0.2541], [-0.9672, -3.4191, -2.0909], [-0.0835, 0.0342, 0.1276], [-1.0277, -1.0116, 1.0274], [0.2424, -0.0475, 0.2423], [0.2432, 0.0948, -0.3487], [0.0497, 0.0751, -0.5151], [0.0717, 0.3251, 0.0081], [-0.2957, 0.1553, 0.0004], [0.0736, 0.1800, -0.0921], [1.0091, -0.0474, -1.3068], [-0.0219, -0.0389, 0.0556], [-0.4182, 0.0847, -0.2056], [-0.0355, 0.1576, -0.0809], [-1.6953, -0.0327, 1.1086], [0.1080, -0.3021, 0.0736], [0.1761, 0.4073, 0.4948], [0.0035, 0.1372, -0.0723], [0.6871, 1.6052, 1.1782], [-0.8076, -0.0341, -1.9913], [0.1548, -0.0556, -0.1467], [0.1782, 0.3319, -0.2155], [0.9433, -1.3678, 0.4984], [0.1337, -0.5531, -0.1076], [0.5147, -0.3066, 0.1579], [-0.1643, 0.1639, 0.2506], [-0.4534, -0.0344, -0.4241], [0.3412, -0.8527, -1.0266], [-1.4010, -1.2465, -0.0634], [-0.1279, 0.9065, 1.2161], [0.4231, 0.9115, 1.1315], [0.0225, -0.0004, -0.2022], [-0.1331, -0.1388, 0.3298], [-0.0639, -0.0359, -0.0203], [0.5899, 0.6709, -0.8748], [-0.7604, -1.3850, -1.3933], [-0.0237, -0.1906, -0.2301], [-0.1491, -0.0232, -0.0384], [-0.2770, -0.0456, -0.6485], [-0.3023, 0.2297, -0.4387], [1.4001, 0.4716, -1.0333], [0.0504, -0.0214, 0.3273], [0.0477, -0.1482, -0.1914], [-0.1629, -0.2225, 0.1424], [-0.3790, 1.4862, -0.1773], [-0.0920, 0.0830, 0.1314], [-0.4169, -0.0460, -0.3168], [0.0064, -0.4146, 0.1168], [-0.1882, -0.0369, 0.1481], [0.1186, -0.2650, 0.1815], [-0.1694, 0.3390, 0.4564], [-0.0894, 0.0239, 0.1919], [0.0754, 0.6799, -0.3144], [-0.7822, -2.3680, 2.5535], [-0.2017, -0.0784, -0.0105], [-0.0247, 1.4626, 0.0533], [0.0393, 0.0413, 0.0588], [-0.5692, 0.9476, -0.4024], [-0.1107, -0.8307, 0.2560], [-1.1878, 1.6343, -2.7763], [-0.4744, 0.0912, 1.7240], [0.1086, -0.0916, 0.1951], [0.5109, 1.0378, -1.2292], [0.0857, 0.0061, -0.1260], [0.2880, 0.3072, -0.4708], [-0.1006, 0.3097, -0.0104], [-0.0857, 0.5996, -2.6179], [-0.0524, -0.7001, -1.6972], [-0.1062, -0.5014, 0.0898], [0.0999, 0.4462, 0.3669], [-0.1656, 0.0946, -0.0177], [0.0513, -0.7179, -1.5021], [0.0609, 0.1052, -0.1464], [0.9939, -0.4298, 1.8812], [0.0089, -0.1987, 0.0086], [-0.1382, -1.9050, 0.1508], [0.0530, -0.6663, -1.5432], [-0.1499, -0.0424, -0.0803], [0.5205, -0.0200, 0.0090], [-0.0952, -0.2853, -0.1600], [0.1477, 0.0114, -0.1157], [0.1740, 0.0205, 0.1720], [-0.0649, 0.2997, 0.3588], [1.4527, 3.0441, 2.7497], [0.0780, -0.2973, 0.6609], [-0.1204, 0.1755, -0.0229], [-0.2757, -0.0261, 0.1067], [-0.0892, -0.7684, -0.0252], [0.0326, -0.1631, 0.0164], [-0.1043, -1.1851, 0.2209], [-0.1447, -0.2961, 0.0659], [0.0942, -0.0796, -0.1552], [-1.6832, 0.1820, -0.8668], [0.0468, -0.1444, -0.0272], [2.0252, -1.0088, -0.3649], [0.0840, -0.1484, 0.1585], [-0.0208, -0.0079, 0.1721], [-0.0457, -0.2419, 0.2451], [0.1502, -0.1167, -0.0291], [0.9745, -1.0887, 0.0529], [-0.0836, 0.5874, -0.7040], [-1.0308, 1.0119, 0.9467], [-0.0744, 0.2219, -0.0834], [-0.0169, 0.1993, -0.3249], [0.1652, 0.0250, 0.0014], [-0.3511, 0.7636, 1.4386], [0.1301, 0.2686, -0.0072], [-0.5226, -1.2078, -0.3329], [0.2422, 0.1675, 0.1158], [-0.2074, -0.1598, 0.1949], [-1.1887, 0.8836, 0.2885]]}